Density functional theory data (the ωB97M-V functional and the def2-TZVPD basis) for C3Cl3PS in the gas phase at a distorted geometry.

```
8
Properties=species:S:1:pos:R:3:forces:R:3:nbo_charge:R:1
Cl -3.150 0.280 -1.094 -0.2890 -0.2034 0.0303 0.06
C -1.576 -0.100 -0.491 0.1404 1.9230 -0.4758 -0.73
P -0.850 -1.562 -0.674 3.1652 0.3883 1.8509 0.67
C 0.979 -0.625 0.315 -3.4313 -1.8725 -2.0159 -0.25
Cl 2.305 -1.642 0.532 0.3253 0.2986 0.2990 0.08
C 0.765 0.668 0.503 -0.1639 0.1023 -0.4355 -0.33
Cl 1.927 1.784 1.112 0.0071 0.0443 0.0823 0.05
S -0.760 1.391 -0.043 0.2461 -0.6806 0.6647 0.45
```
Positions in Å, forces in eV/Å.

## Properties
**ΔE to the lowest compared entry with this formula, charge and spin**: 0.000 eV
**HOMO level**: -0.335 Ha
**LUMO energy**: -0.41 eV
**Charge**: 0
**F_max**: 4.40 eV/Å
**Orbital gap**: 0.3200 Ha